w | 15
Properties=species:S:1:pos:R:3:lowdin_charge:R:1 method="wB97M-V/def2-TZVPD" s_squared=0.757 total_charge=+1 spin_multiplicity=2 homo_lumo_gap_ev="10.3 / 4.4" lumo_ha="-0.20443 / -0.38567"
O 1.950 0.305 -0.899 0.22
C 2.219 0.946 0.054 0.05
H 2.760 1.907 -0.016 0.16
H 1.842 0.612 1.066 0.15
C -1.539 -1.572 0.686 -0.07
C -1.094 -0.154 0.633 -0.29
C -1.295 0.536 -0.682 -0.08
H -2.337 -1.784 -0.020 0.10
H -1.795 -1.941 1.683 0.10
H -0.753 -2.265 0.362 0.10
H -0.023 -0.078 1.008 0.11
H -1.455 0.503 1.454 0.15
H -1.111 1.610 -0.645 0.09
H -0.727 0.071 -1.492 0.10
H -2.348 0.446 -0.982 0.11

---

x | 15
Properties=species:S:1:pos:R:3:lowdin_charge:R:1 method="wB97M-V/def2-TZVPD" s_squared=0.752 total_charge=+1 spin_multiplicity=2 homo_lumo_gap_ev="6.9 / 6.9" lumo_ha="-0.29325 / -0.29172"
C -0.568 0.424 0.818 0.35
O 0.841 3.409 1.085 -0.08
C 0.279 0.331 -0.604 -0.02
C -0.777 -0.714 -0.193 -0.32
C -0.251 -2.092 -0.040 -0.07
H 0.411 2.503 0.923 0.00
H -1.217 0.373 1.794 0.20
H 1.383 3.729 0.348 0.05
H 1.312 0.211 -0.360 0.12
H 0.025 1.135 -1.191 0.09
H 0.813 -1.160 -1.968 0.22
H -1.854 -0.600 -0.588 0.21
H -0.967 -2.917 0.173 0.12
H 0.407 -2.245 0.782 0.09
H 0.162 -2.387 -0.980 0.04

---

In kcal/mol, relative to the most stable structure: w 0.0; x 103.1.

---

w | 17
Properties=species:S:1:pos:R:3:lowdin_charge:R:1 method="wB97M-V/def2-TZVPD" smiles="N[C@H]1CN=C(NS)C1" homo_lumo_gap_ev=9.8 lumo_ha=0.02829
C 0.342 -2.141 0.002 -0.35
C -1.163 -1.681 0.066 -0.15
C 0.062 0.167 -0.361 -0.46
C 1.191 -0.908 -0.485 -0.09
H 0.907 -1.739 1.963 0.06
H 0.533 -3.305 1.708 0.04
H 0.521 -2.912 -0.708 0.11
H -1.447 -2.019 1.090 0.11
H -1.825 -2.058 -0.690 0.09
H 1.758 -0.993 -1.543 0.14
H 2.050 -0.717 0.359 0.15
H 1.295 1.754 -1.155 0.11
H -1.401 2.576 -1.069 -0.13
N 0.982 -2.511 1.324 0.02
N -1.130 -0.189 -0.067 0.07
N 0.551 1.516 -0.429 -0.44
S -0.488 2.817 -0.067 0.70

---

x | 17
Properties=species:S:1:pos:R:3:lowdin_charge:R:1 method="wB97M-V/def2-TZVPD" smiles="[H]/N=C(/N)C(=S)NCC" homo_lumo_gap_ev=8.5 lumo_ha=-0.00216
C -2.342 0.154 0.698 -0.11
C -1.775 -0.255 -0.628 -0.25
C 0.630 0.439 -0.267 -0.71
C 1.986 -0.169 -0.112 -0.48
H -3.350 0.562 0.670 0.07
H -2.407 -0.699 1.413 0.09
H -1.782 0.976 1.064 0.04
H -1.834 0.676 -1.237 0.10
H -2.192 -1.159 -1.189 0.14
H -0.216 -1.434 -0.074 0.15
H 2.805 1.602 0.680 0.03
H 3.848 0.298 0.648 0.10
H 1.391 -1.901 -0.867 0.05
N -0.364 -0.448 -0.357 -0.06
N 2.919 0.657 0.502 0.11
N 2.243 -1.418 -0.449 0.09
S 0.442 2.119 -0.496 0.63

---

y | 17
Properties=species:S:1:pos:R:3:lowdin_charge:R:1 method="wB97M-V/def2-TZVPD" homo_lumo_gap_ev=9.1 lumo_ha=0.01079
C 1.324 1.533 0.829 -0.11
C 1.874 0.645 -0.572 -0.23
C 1.675 -0.895 -0.360 -0.21
C -1.626 -1.272 0.241 -0.33
H 2.082 1.374 1.708 0.07
H 0.312 0.854 1.205 0.09
H 1.011 2.538 0.477 0.04
H 3.051 0.945 -0.665 0.10
H 1.505 1.009 -1.704 0.13
H 2.651 -1.488 -0.400 0.11
H -1.590 -2.282 0.556 0.10
H -3.541 -1.595 0.094 0.20
H -2.797 0.414 -1.590 -0.10
N 0.561 -1.483 -0.030 -0.03
N -0.522 -0.519 -0.018 -0.05
N -2.827 -0.664 0.523 -0.43
S -3.143 0.885 -0.295 0.66

---

In kcal/mol, relative to the most stable structure: w 24.2; x 0.0; y 113.3.

---

w | 13
Properties=species:S:1:pos:R:3:lowdin_charge:R:1 method="wB97M-V/def2-TZVPD" homo_lumo_gap_ev=9.6 lumo_ha=0.00781
C 1.733 -0.628 0.020 -0.17
C 0.295 0.675 -0.064 -0.33
C -1.685 0.873 0.030 -0.16
C -1.936 -0.487 0.137 -0.15
C 0.129 -0.699 -0.260 -0.15
H 2.112 -1.206 0.946 0.12
H 2.517 -0.997 -0.776 0.14
H 2.252 1.109 -0.428 0.06
H -2.609 1.389 0.127 0.09
H -2.973 -1.023 0.197 0.15
N 1.723 0.753 0.249 0.07
N -0.591 1.602 -0.129 0.20
N -0.967 -1.361 -0.049 0.12

---

x | 13
Properties=species:S:1:pos:R:3:lowdin_charge:R:1 method="wB97M-V/def2-TZVPD" homo_lumo_gap_ev=8.1 lumo_ha=-0.03641
C 1.234 -0.011 -0.146 -0.47
C 0.697 1.181 -0.369 -0.08
C -0.585 1.490 -0.243 -0.07
C -1.543 0.646 0.429 -0.15
C -0.839 -1.446 -0.243 -0.19
H 2.840 0.378 0.851 0.00
H 1.437 2.073 -0.676 0.17
H -1.146 2.517 -0.128 0.14
H -2.445 1.337 0.739 0.14
H -1.148 -2.626 -0.369 0.16
N 2.316 -0.384 0.556 0.16
N -1.787 -0.617 0.279 0.06
N 0.425 -1.119 -0.404 0.12

---

y | 13
Properties=species:S:1:pos:R:3:lowdin_charge:R:1 method="wB97M-V/def2-TZVPD" smiles="C=C1C=NC(=N)N=C1" homo_lumo_gap_ev=8.0 lumo_ha=-0.04534
C 1.666 -1.092 -1.917 0.04
C 0.760 -0.658 -0.964 -0.29
C 0.545 0.826 -0.871 -0.10
C -0.786 0.630 1.026 -0.61
C 0.042 -1.451 0.127 -0.01
H 2.123 -2.210 -2.228 0.12
H 2.488 -0.428 -2.378 0.08
H 1.187 1.492 -1.708 0.16
H -2.603 0.988 2.235 0.14
H -0.129 -2.593 -0.094 0.14
N -0.031 1.399 0.164 0.10
N -1.814 1.212 1.449 0.14
N -0.502 -0.722 1.212 0.10

---

z | 13
Properties=species:S:1:pos:R:3:lowdin_charge:R:1 method="wB97M-V/def2-TZVPD" smiles=N#CC1(C#N)CCN1 homo_lumo_gap_ev=9.5 lumo_ha=-0.02609
C -0.845 0.708 1.637 -0.04
C 0.386 0.168 0.649 -0.43
C -0.147 -1.124 -0.063 -0.09
C -0.488 -0.216 -1.181 -0.30
C 1.661 0.157 0.975 -0.11
H -0.928 -1.207 0.755 0.11
H 0.523 -1.954 -0.235 0.12
H -0.434 -0.678 -2.296 0.15
H -1.617 -0.092 -1.316 0.13
H 0.181 1.761 -0.776 0.10
N -1.708 1.559 1.978 0.12
N 0.400 0.812 -0.823 0.09
N 3.017 0.106 0.696 0.15

---

In kcal/mol, relative to the most stable structure: w 0.0; x 15.0; y 28.0; z 93.3.

---

w | 13
Properties=species:S:1:pos:R:3:lowdin_charge:R:1 method="wB97M-V/def2-TZVPD" homo_lumo_gap_ev="8.3 / 8.3" lumo_ha="-0.03814 / -0.03817"
C -2.017 0.101 -0.681 -0.06
C -2.392 -0.857 0.021 0.06
C -0.321 0.753 -0.281 -0.31
N -0.133 1.916 -0.223 0.18
H -2.302 0.674 -1.538 0.09
H -3.132 -1.509 0.428 0.07
H -0.969 -1.418 0.754 0.02
C 2.653 0.594 0.178 0.00
N 1.903 -0.326 -0.249 0.06
C 0.586 -0.466 0.142 -0.43
N 0.119 -1.446 0.749 0.17
H 2.347 1.326 0.928 0.09
H 3.658 0.659 -0.226 0.08

---

x | 13
Properties=species:S:1:pos:R:3:lowdin_charge:R:1 method="wB97M-V/def2-TZVPD" smiles="C#CC1(N)C=NN=C1" homo_lumo_gap_ev=9.6 lumo_ha=-0.00763
C 0.051 -0.057 0.157 -0.56
C -0.890 -0.761 -0.918 -0.06
C -0.316 -1.047 1.201 -0.14
C -0.270 1.283 0.326 -0.13
C -0.400 2.547 0.120 0.12
H 1.815 -0.908 -0.403 0.09
H 1.687 0.617 -1.060 0.13
H -0.916 -0.373 -1.970 0.13
H 0.223 -1.099 2.232 0.16
H -0.272 3.760 0.222 0.10
N 1.485 0.033 -0.169 0.08
N -1.217 -1.960 -0.560 0.04
N -0.981 -2.034 0.824 0.03

---

y | 13
Properties=species:S:1:pos:R:3:lowdin_charge:R:1 method="wB97M-V/def2-TZVPD" homo_lumo_gap_ev=9.2 lumo_ha=-0.01993
C -0.423 1.770 -0.191 0.04
C 0.763 1.236 0.049 -0.10
C 1.085 -0.210 -0.111 -0.27
C -1.876 -1.463 0.274 0.00
C 2.441 -0.736 -0.077 -0.17
H -1.295 1.217 -0.440 0.03
H -0.561 2.831 -0.053 0.07
H 1.583 1.882 0.384 0.11
H -1.501 -2.095 1.029 0.06
H -2.955 -1.350 0.235 0.07
N 0.261 -1.171 -0.461 0.07
N -1.087 -0.923 -0.578 -0.06
N 3.566 -0.987 -0.061 0.16

---

In kcal/mol, relative to the most stable structure: w 64.4; x 54.3; y 0.0.

---

w | 14
Properties=species:S:1:pos:R:3:lowdin_charge:R:1 method="wB97M-V/def2-TZVPD" total_charge=+1 homo_lumo_gap_ev=9.1 lumo_ha=-0.16346
C -0.481 -2.072 -0.709 -0.06
C 0.438 1.372 1.043 -0.35
N -0.915 0.720 0.780 0.08
Si 1.518 1.631 -0.404 0.87
H -1.499 -1.948 -0.518 0.01
H 0.382 -1.728 -0.115 0.03
H -0.264 -3.139 -0.507 0.04
H 0.612 1.917 1.908 0.00
H -1.134 0.064 1.592 0.19
H -0.788 0.263 -0.121 0.06
H -1.555 1.554 0.834 0.18
H -0.181 -2.071 -1.772 0.04
H 0.955 1.086 -1.668 -0.07
H 2.911 2.350 -0.345 -0.03

---

x | 14
Properties=species:S:1:pos:R:3:lowdin_charge:R:1 method="wB97M-V/def2-TZVPD" smiles=C[C@@H]([NH3+])[SiH3] total_charge=+1 homo_lumo_gap_ev=11.3 lumo_ha=-0.13963
C 0.993 -1.343 -0.007 -0.06
C 0.215 0.042 0.489 -0.40
N 0.731 1.336 -0.191 0.10
Si -1.803 -0.112 -0.147 0.78
H 0.551 -1.628 -0.895 0.02
H 1.998 -1.211 -0.057 0.02
H 0.681 -2.012 0.911 0.13
H 0.454 0.264 1.563 0.11
H 1.695 1.226 -0.597 0.18
H 0.528 2.188 0.399 0.18
H 0.145 1.566 -1.019 0.12
H -1.584 0.096 -1.504 -0.09
H -2.381 1.025 0.565 -0.08
H -2.222 -1.438 0.490 -0.03

---

In kcal/mol, relative to the most stable structure: w 32.5; x 0.0.

---

w | 13
Properties=species:S:1:pos:R:3:lowdin_charge:R:1 method="wB97M-V/def2-TZVPD" homo_lumo_gap_ev=9.0 lumo_ha=0.01882
C -0.553 -1.864 0.674 -0.51
C -0.618 0.647 0.199 -0.86
C -1.288 2.013 0.174 -0.11
C 0.631 0.806 0.325 -0.65
H -0.692 -3.089 -0.004 0.11
H 0.810 -1.469 1.171 0.13
H -1.586 -1.992 1.654 0.12
H -0.622 2.713 0.562 0.04
H -1.665 2.213 -0.894 0.09
H -2.494 1.762 0.454 0.14
H 1.063 1.771 0.910 0.12
S -1.231 -0.688 -0.548 0.79
Cl 2.109 -0.030 -0.195 0.58

---

x | 13
Properties=species:S:1:pos:R:3:lowdin_charge:R:1 method="wB97M-V/def2-TZVPD" homo_lumo_gap_ev=9.1 lumo_ha=0.01772
C 1.424 0.203 0.309 -0.55
C 0.308 -0.465 0.498 -0.41
C 0.225 -1.775 1.274 -0.10
C -1.348 1.468 -1.355 -0.54
S -1.632 0.062 -0.300 0.73
Cl 1.711 1.647 -0.685 0.58
H 2.445 -0.017 0.703 0.07
H -0.586 -1.814 1.999 0.08
H 1.120 -1.959 1.728 0.05
H 0.030 -2.495 0.575 0.04
H -2.256 1.739 -1.898 0.03
H -0.541 1.238 -2.144 0.04
H -0.900 2.167 -0.705 -0.03

---

In kcal/mol, relative to the most stable structure: w 102.9; x 0.0.